{"formula": "C22H20FN2O4Pt", "method": "ωB97M-V/def2-TZVPD", "homo_lumo_gap_ha": [0.307, 0.236], "multiplicity": 3, "largest_force_ev_per_a": 0.5, "homo_energy_ev": [-11.1749, -11.3889], "charge": 1, "species": ["Pt", "C", "C", "C", "C", "C", "C", "C", "F", "C", "C", "C", "O", "C", "C", "N", "C", "C", "O", "O", "H", "H", "H", "H", "H", "H", "H", "H", "H", "H", "H", "N", "C", "C", "C", "C", "C", "C", "C", "H", "H", "H", "H", "H", "C", "O", "H", "H", "H", "H"], "coordinates": [[-1.8023, -0.9277, 0.3940], [3.4659, 4.1931, -1.3546], [4.0345, 3.1141, -0.4461], [5.3074, 2.5194, -1.0198], [5.8829, 1.4794, -0.0762], [4.8539, 0.4242, 0.2282], [5.2309, -0.8489, 0.5794], [4.2689, -1.8161, 0.8588], [4.6816, -3.0422, 1.2039], [2.9363, -1.5505, 0.7840], [2.5232, -0.2621, 0.4171], [1.1012, 0.0323, 0.3338], [0.2835, -0.9199, 0.5668], [0.7523, 1.3504, 0.0137], [1.7474, 2.2685, -0.2351], [3.0483, 2.0120, -0.2005], [3.4788, 0.7269, 0.1455], [-0.6383, 1.8974, -0.0640], [-0.8255, 3.0676, -0.2988], [-1.6175, 1.0606, 0.1743], [4.2789, 4.8605, -1.6375], [2.7025, 4.8028, -0.8745], [3.0508, 3.7588, -2.2666], [4.2628, 3.5470, 0.5321], [6.0189, 3.3284, -1.1792], [5.0894, 2.0739, -1.9957], [6.1955, 1.9639, 0.8538], [6.7704, 1.0125, -0.5020], [6.2797, -1.1119, 0.6429], [2.2011, -2.3067, 1.0075], [1.4348, 3.2729, -0.4750], [-3.7023, -1.5892, 0.4193], [-4.8426, -1.4853, 0.3277], [-6.2623, -1.3731, 0.2286], [-6.8443, -1.0146, -0.9870], [-8.2194, -0.9064, -1.0621], [-8.9987, -1.1568, 0.0611], [-8.4126, -1.5136, 1.2704], [-7.0387, -1.6227, 1.3634], [-6.2231, -0.8217, -1.8515], [-8.6854, -0.6260, -1.9964], [-10.0754, -1.0708, -0.0059], [-9.0273, -1.7039, 2.1393], [-6.5629, -1.8941, 2.2963], [0.0039, -3.9263, 0.1572], [-1.2894, -3.3087, 0.2410], [-0.1014, -4.9710, -0.1306], [0.5359, -3.8523, 1.1048], [0.5546, -3.3937, -0.6110], [-1.8067, -3.7501, 0.9251]], "forces_ev_per_a": [[0.5, 0.0, 0.1], [0.0, 0.0, 0.0], [0.0, 0.0, 0.0], [0.0, -0.1, 0.0], [0.0, 0.0, 0.0], [0.1, 0.1, 0.0], [0.1, 0.0, 0.0], [0.1, 0.0, 0.0], [0.0, 0.0, 0.0], [-0.1, 0.0, 0.0], [0.0, 0.0, 0.0], [0.0, -0.2, 0.1], [0.2, 0.0, 0.0], [-0.1, 0.0, 0.0], [0.1, 0.1, 0.0], [0.0, 0.0, 0.0], [0.0, 0.1, 0.0], [-0.2, 0.0, 0.2], [0.0, 0.1, -0.1], [-0.1, 0.1, -0.1], [0.0, 0.0, 0.0], [0.0, 0.0, 0.0], [0.0, 0.0, 0.0], [0.0, 0.0, 0.0], [0.0, 0.0, 0.0], [0.0, 0.0, 0.0], [0.0, 0.0, 0.0], [0.0, 0.0, 0.0], [0.0, 0.0, 0.0], [0.0, 0.0, 0.0], [0.0, 0.0, 0.0], [-0.3, 0.1, -0.1], [-0.3, -0.1, 0.0], [0.1, -0.1, 0.1], [0.1, 0.0, -0.1], [-0.1, 0.0, 0.0], [0.0, 0.0, 0.0], [0.0, 0.0, 0.0], [0.0, 0.0, 0.0], [0.0, 0.0, 0.0], [0.0, 0.0, 0.0], [0.0, 0.0, 0.0], [0.0, 0.0, 0.0], [0.0, 0.0, 0.0], [0.0, 0.0, 0.0], [-0.1, 0.0, 0.1], [0.0, 0.0, 0.0], [0.0, 0.0, 0.0], [0.0, 0.0, 0.0], [0.0, 0.0, -0.1]]}

***

{"formula": "C22H20GaO3PS3", "method": "ωB97M-V/def2-TZVPD", "homo_lumo_gap_ha": 0.276, "multiplicity": 1, "largest_force_ev_per_a": 0.3, "homo_energy_ev": -7.4335, "charge": 0, "species": ["Ga", "O", "S", "O", "O", "C", "C", "C", "C", "C", "C", "P", "C", "C", "C", "C", "C", "C", "C", "C", "C", "C", "C", "C", "H", "H", "H", "H", "H", "H", "H", "H", "H", "H", "H", "H", "H", "H", "C", "C", "S", "C", "C", "S", "H", "H", "H", "H", "H", "H"], "coordinates": [[0.5537, -2.1288, 0.1419], [1.8466, -1.1778, 1.5659], [2.9805, -1.1641, 0.5967], [4.2300, -1.6770, 1.0392], [2.3855, -1.8475, -0.6088], [3.1934, 0.5342, 0.1337], [4.4761, 1.0519, 0.0914], [4.6624, 2.3724, -0.2926], [3.5681, 3.1516, -0.6338], [2.2860, 2.6198, -0.5869], [2.0751, 1.3039, -0.1927], [0.3953, 0.5787, -0.1227], [-0.4865, 1.4805, -1.4293], [-1.2079, 2.6492, -1.1951], [-1.8391, 3.2987, -2.2452], [-1.7551, 2.7854, -3.5320], [-1.0456, 1.6169, -3.7701], [-0.4184, 0.9626, -2.7215], [-0.3075, 1.2085, 1.4275], [0.4074, 1.9788, 2.3380], [-0.1819, 2.3679, 3.5328], [-1.4845, 1.9905, 3.8223], [-2.1989, 1.2144, 2.9194], [-1.6123, 0.8169, 1.7292], [5.3098, 0.4173, 0.3585], [5.6610, 2.7861, -0.3297], [3.7085, 4.1801, -0.9391], [1.4416, 3.2377, -0.8639], [-1.2821, 3.0481, -0.1909], [-2.3988, 4.2056, -2.0569], [-2.2501, 3.2925, -4.3500], [-0.9907, 1.2079, -4.7703], [0.1180, 0.0378, -2.9039], [1.4278, 2.2702, 2.1247], [0.3814, 2.9630, 4.2397], [-1.9412, 2.2929, 4.7556], [-3.2109, 0.9070, 3.1481], [-2.1630, 0.1922, 1.0338], [-3.1492, -4.2861, -1.1149], [-1.8585, -3.8227, -0.4801], [-1.3653, -2.1988, -0.9717], [-1.1604, -4.5710, 0.3884], [-1.5963, -5.9467, 0.8101], [0.3487, -4.0755, 1.1696], [-3.5438, -3.5246, -1.7845], [-3.9131, -4.4925, -0.3631], [-3.0004, -5.1944, -1.7015], [-2.5247, -6.2461, 0.3305], [-1.7414, -5.9845, 1.8918], [-0.8294, -6.6835, 0.5624]], "forces_ev_per_a": [[-0.2, 0.1, -0.1], [0.2, 0.0, 0.0], [-0.2, 0.1, 0.1], [0.1, 0.0, 0.0], [0.1, 0.0, 0.0], [0.0, -0.1, 0.0], [0.0, 0.0, 0.0], [0.0, 0.0, 0.0], [0.0, 0.0, 0.0], [0.0, 0.0, 0.0], [0.0, 0.0, 0.0], [0.0, 0.0, 0.0], [0.0, 0.0, 0.0], [0.0, 0.0, 0.0], [0.0, 0.0, 0.0], [0.0, 0.0, 0.0], [0.0, 0.0, 0.0], [0.0, 0.0, 0.0], [0.0, 0.0, 0.0], [0.0, 0.0, 0.0], [0.0, 0.0, 0.0], [0.0, 0.0, 0.0], [0.0, 0.0, 0.0], [0.0, 0.0, 0.0], [0.0, 0.0, 0.0], [0.0, 0.0, 0.0], [0.0, 0.0, 0.0], [0.0, 0.0, 0.0], [0.0, 0.0, 0.0], [0.0, 0.0, 0.0], [0.0, 0.0, 0.0], [0.0, 0.0, 0.0], [0.0, 0.0, 0.0], [0.0, 0.0, 0.0], [0.0, 0.0, 0.0], [0.0, 0.0, 0.0], [0.0, 0.0, 0.0], [0.0, 0.0, 0.0], [0.0, 0.0, 0.0], [0.1, -0.1, 0.1], [0.0, 0.0, -0.1], [0.0, 0.1, -0.1], [0.0, 0.0, 0.0], [0.0, 0.0, 0.1], [0.0, 0.0, 0.0], [0.0, 0.0, 0.0], [0.0, 0.0, 0.0], [0.0, 0.0, 0.0], [0.0, 0.0, 0.0], [0.0, 0.0, 0.0]]}

***

{"formula": "C22H20N2O4S", "method": "ωB97M-V/def2-TZVPD", "homo_lumo_gap_ha": 0.308, "multiplicity": 1, "smiles": "Cc1ccc(C(=O)Nc2sc(Cc3ccc4c(c3)OCO4)c(C)c2C(N)=O)cc1", "largest_force_ev_per_a": 1.3, "homo_energy_ev": -7.8764, "charge": 0, "species": ["C", "C", "C", "C", "C", "C", "C", "H", "H", "C", "O", "N", "C", "C", "C", "C", "S", "C", "C", "C", "C", "C", "C", "C", "H", "O", "C", "O", "H", "H", "H", "H", "H", "H", "C", "H", "H", "H", "C", "O", "N", "H", "H", "H", "H", "H", "H", "H", "H"], "coordinates": [[-0.2491, -0.0539, -4.5671], [-0.5095, 0.9448, -3.4827], [0.4658, 1.2018, -2.5242], [0.2346, 2.1029, -1.5052], [-0.9853, 2.7723, -1.4270], [-1.9458, 2.5559, -2.4060], [-1.7097, 1.6410, -3.4161], [-2.4710, 1.4631, -4.1621], [-2.8811, 3.0929, -2.3583], [-1.2158, 3.7501, -0.3264], [-1.4375, 4.9258, -0.5068], [-1.1109, 3.2471, 0.9505], [-1.0566, 1.9524, 1.3766], [-0.6763, 1.5444, 2.6446], [-0.6835, 0.1140, 2.7766], [-1.1566, -0.5083, 1.6639], [-1.5844, 0.6218, 0.4081], [-1.2607, -1.9695, 1.3525], [-0.0155, -2.4372, 0.6351], [0.8944, -3.2749, 1.2588], [2.0671, -3.6933, 0.6321], [2.2918, -3.2341, -0.6411], [1.3790, -2.3919, -1.2781], [0.2222, -1.9831, -0.6672], [-0.4724, -1.3325, -1.1726], [1.8411, -2.0919, -2.5343], [3.0737, -2.7675, -2.6650], [3.3464, -3.4818, -1.4801], [3.8773, -2.0358, -2.8483], [3.0219, -3.4673, -3.5145], [2.7679, -4.3476, 1.1222], [0.6927, -3.6308, 2.2581], [-1.4066, -2.5409, 2.2694], [-2.1277, -2.1271, 0.7073], [-0.1473, -0.6450, 3.9523], [0.6820, -0.1079, 4.4054], [-0.9203, -0.8172, 4.7039], [0.2196, -1.6136, 3.6251], [-0.3835, 2.5628, 3.6633], [-0.1782, 3.7376, 3.3809], [-0.3785, 2.1653, 4.9598], [-0.7647, 1.2865, 5.2483], [-0.2709, 2.8917, 5.6493], [-0.9537, 3.9223, 1.7110], [0.9952, 2.2870, -0.7593], [1.4062, 0.6731, -2.5734], [-1.1805, -0.4432, -4.9712], [0.3028, 0.4171, -5.3811], [0.3515, -0.8776, -4.1869]], "forces_ev_per_a": [[0.0, 0.0, -0.1], [0.0, 0.0, 0.1], [0.0, 0.1, 0.0], [-0.1, 0.2, -0.1], [0.2, 0.1, -0.4], [0.1, 0.1, 0.2], [0.0, 0.0, 0.0], [-0.1, 0.0, -0.1], [-0.1, 0.1, 0.0], [-0.1, 0.0, 0.1], [0.0, 0.0, -0.1], [0.0, 0.7, 0.4], [0.0, -0.6, 0.1], [0.0, 0.3, -0.6], [-0.2, -0.3, -0.3], [-0.3, 0.4, 0.1], [0.1, -0.2, 0.7], [0.2, 0.1, -0.1], [0.0, -0.3, 0.1], [-0.2, 0.1, 0.0], [0.3, 0.0, -0.4], [-0.4, 0.3, 0.0], [0.3, -0.3, 0.4], [0.3, -0.1, -0.3], [-0.1, 0.1, -0.1], [-0.4, 0.2, 0.2], [0.8, 0.0, -1.0], [-0.1, -0.2, 0.4], [-0.2, -0.1, 0.1], [-0.1, 0.1, 0.2], [0.1, -0.1, 0.1], [-0.1, 0.0, 0.1], [-0.1, 0.0, 0.0], [-0.1, -0.1, 0.1], [0.0, 0.0, -0.1], [0.1, -0.1, 0.1], [0.0, 0.0, 0.1], [0.0, -0.1, 0.1], [0.0, -0.2, 0.0], [0.1, 0.3, 0.0], [0.1, 0.0, 0.4], [0.0, 0.0, 0.0], [0.0, 0.0, 0.0], [0.0, -0.1, -0.3], [0.0, 0.0, 0.1], [0.1, -0.1, 0.0], [0.0, -0.1, -0.1], [0.0, 0.0, -0.1], [0.0, -0.1, 0.0]]}

***

How do the records compare in DFT total energy? In the order shown, they have -40265.900; -123454.110; -45144.911 eV.
How do the records compare in energy above the lowest of the compared OMol25 structures with the same formula, charge and spin? In the order shown, they have 58.9; 17.6; 9.2 kJ/mol.